Computed, not measured: C26H52AsN2SSb2Si3Zn as an isolated structure at a distorted geometry, with ωB97M-V/def2-TZVPD.

Geometry as XYZ:
```
88
Properties=species:S:1:pos:R:3:forces:R:3:mulliken_charge:R:1
Zn -0.09669 -0.07493 -0.01891 -0.208 -0.242 -0.534 3.69
C -4.37453 0.06081 -2.02776 0.057 -0.042 0.081 -1.37
Sb -2.30585 0.65662 -1.98399 -0.656 -0.268 -0.310 -0.30
C -1.93615 0.07832 -4.02254 0.191 -0.065 0.184 -1.22
C -2.62525 2.76001 -2.46097 0.134 -0.023 0.382 -1.73
C -2.35066 3.70387 -1.32437 -0.186 -0.053 0.002 0.95
C -3.27808 3.85074 -0.29154 -0.042 0.036 -0.120 -0.54
C -3.05331 4.72390 0.76059 0.004 0.062 -0.056 -0.69
C -1.87931 5.46843 0.79703 -0.057 -0.116 -0.004 -0.74
C -0.93884 5.30958 -0.20745 0.029 0.037 -0.025 -0.63
C -1.15753 4.43347 -1.27166 0.036 -0.021 0.073 0.91
C -0.10535 4.17898 -2.29327 0.202 -0.074 -0.113 -1.76
Sb 0.71959 2.19898 -1.87524 1.044 0.642 0.152 0.22
C 2.73876 2.52778 -2.52825 -0.142 -0.096 -0.091 -1.20
C 1.15413 2.71423 0.18171 -0.078 -0.109 -0.020 -1.63
H -4.88423 0.58007 -2.83966 0.055 -0.010 0.012 0.50
H -4.86667 0.29183 -1.08487 -0.003 0.001 0.023 0.37
H -4.43058 -1.01439 -2.20062 -0.006 0.032 0.025 0.41
H -2.63695 0.60395 -4.67120 -0.016 0.023 0.092 0.43
H -2.07961 -0.99639 -4.13862 0.025 0.061 0.043 0.42
H -0.91550 0.33486 -4.30765 -0.033 -0.042 0.010 0.32
H -3.66268 2.83446 -2.78746 -0.014 -0.131 0.032 0.79
H -1.98480 2.94600 -3.32031 -0.161 0.007 -0.010 0.31
H -4.19849 3.27495 -0.32902 0.000 0.043 0.018 0.42
H -3.79618 4.83160 1.54136 0.042 -0.015 -0.015 0.45
H -1.69417 6.15845 1.61038 -0.009 0.000 -0.030 0.42
H -0.01579 5.87986 -0.17261 -0.049 -0.031 -0.025 0.41
H 0.73031 4.87742 -2.24429 -0.064 0.020 0.087 0.64
H -0.50515 4.18299 -3.30778 0.165 0.039 0.032 0.59
H 3.17640 3.33086 -1.93801 -0.019 0.033 -0.016 0.41
H 2.75291 2.79098 -3.58512 -0.003 0.010 0.027 0.39
H 3.30184 1.60668 -2.38584 -0.034 0.025 0.002 0.25
H 1.58944 3.71310 0.21223 0.004 0.000 -0.019 0.69
H 1.87056 2.00498 0.60483 -0.031 0.020 -0.026 0.55
H 0.23869 2.71778 0.77776 0.056 0.023 0.003 0.10
C -2.25268 2.00549 2.86056 0.109 -0.187 0.014 -0.57
Si -0.97974 0.75723 3.46793 0.082 -0.005 0.244 0.15
C 0.64359 1.65721 3.77348 -0.031 -0.077 -0.072 -0.91
C -1.57027 -0.09543 5.04069 -0.020 0.101 -0.172 -1.16
As -0.47608 -1.09613 2.07257 -0.117 0.240 0.077 -1.19
Si -2.63907 -2.00409 1.70438 -0.074 -0.182 -0.091 0.29
C -2.79761 -3.38086 2.97885 0.042 0.096 -0.089 -1.14
C -2.63481 -2.73606 -0.03623 0.004 0.029 0.079 -0.50
C -4.10125 -0.83234 1.88580 0.126 -0.033 -0.004 -0.74
Si 2.91400 -3.12273 0.75758 -0.143 -0.009 0.361 0.05
C 3.08481 -1.52026 1.70763 -0.035 -0.168 -0.162 -0.47
C 3.98623 -4.38582 1.62914 -0.001 -0.016 -0.172 -1.29
C 1.27723 -3.92414 0.34723 0.085 0.234 0.112 -0.79
H -2.11293 2.94981 3.39599 -0.001 -0.043 -0.024 0.48
H -3.26966 1.65651 3.05201 0.050 0.046 -0.048 0.52
H -2.15409 2.21321 1.79117 -0.016 0.012 0.065 -0.34
H 0.51710 2.43755 4.53007 -0.032 -0.051 -0.026 0.40
H 1.00498 2.13913 2.85993 -0.011 -0.052 0.122 0.17
H 1.41743 0.96906 4.12396 -0.035 0.033 -0.022 0.27
H -1.59220 0.58280 5.89718 -0.010 0.004 -0.039 0.40
H -0.90899 -0.93094 5.27843 -0.002 0.026 0.056 0.31
H -2.57849 -0.49737 4.90173 0.047 0.017 0.030 0.25
H -1.83375 -3.86802 3.14056 -0.047 -0.036 -0.015 0.30
H -3.51378 -4.14130 2.65551 -0.004 0.054 0.008 0.38
H -3.13647 -2.98640 3.94021 0.035 -0.012 -0.034 0.30
H -1.91950 -3.55883 -0.11944 -0.015 0.046 0.020 0.26
H -2.36525 -1.98169 -0.78332 -0.028 -0.125 0.063 -0.32
H -3.62494 -3.12284 -0.29681 0.047 0.002 0.032 0.43
H -3.89268 0.14754 1.45864 -0.024 0.057 -0.074 -0.08
H -4.35707 -0.69288 2.94023 0.029 0.026 -0.076 0.36
H -4.98042 -1.24346 1.38046 0.049 -0.036 0.044 0.45
H 2.69220 -1.63080 2.72099 -0.014 -0.049 -0.069 0.28
H 2.56253 -0.69856 1.23000 -0.054 0.111 -0.008 -0.35
H 4.14414 -1.25429 1.78282 -0.022 -0.099 -0.037 0.45
H 5.05348 -4.14854 1.62186 -0.082 0.045 0.092 0.37
H 3.85335 -5.39191 1.22225 0.023 0.032 0.049 0.37
H 3.67175 -4.41078 2.67686 -0.016 -0.009 -0.056 0.34
H 0.63354 -3.25397 -0.21902 -0.053 -0.014 -0.003 -0.03
H 0.75114 -4.22363 1.25490 0.002 0.029 0.038 0.30
H 1.45428 -4.82266 -0.25193 0.067 0.057 0.034 0.52
C 5.52810 -2.36231 -4.66638 -0.017 0.000 -0.026 -1.25
C 4.88713 -2.56351 -3.33470 -0.022 -0.032 0.139 1.01
C 5.38227 -3.52547 -2.43262 -0.052 0.035 -0.068 -1.20
C 4.75626 -3.61752 -1.23502 -0.013 -0.051 0.185 0.11
N 3.68447 -2.84573 -0.89860 0.098 0.245 -0.503 0.32
C 3.21589 -1.94682 -1.84262 0.461 -0.622 0.295 -0.32
S 1.84321 -0.96110 -1.65271 -0.495 0.324 0.006 -0.42
N 3.84543 -1.81910 -3.02398 -0.057 0.121 -0.054 -0.44
H 6.60683 -2.24619 -4.55142 -0.019 0.010 -0.024 0.36
H 5.10635 -1.49274 -5.16160 0.011 0.006 0.012 0.33
H 5.36167 -3.24246 -5.29253 0.004 0.011 0.030 0.32
H 6.22256 -4.16027 -2.67058 0.005 0.024 0.008 0.43
H 5.08947 -4.31644 -0.47897 -0.047 0.059 -0.111 0.42
```
Positions in Å, forces in eV/Å.

Computed properties:
* Kohn-Sham gap: 0.27137 Ha
* total energy: -187583.8224 eV
* charge: +1
* lowest unoccupied orbital energy: -0.1072 hartree